w.
Formula: C37H53KN11O5PSe2
Source: OMol25
Level of theory: wB97M-V/def2-TZVPD

The spin multiplicity is 1. For the orbital gap (spin up / spin down), the calculation gives 0.2698 / 0.1582 Eh. The value obtained for the LUMO energy (spin up / spin down) is -0.00367 / -0.02342 hartree. For the HOMO energy (spin up / spin down), the calculation gives -7.443 / -4.943 eV.

Geometry as XYZ:
```
110
C37H53KN11O5PSe2 (wB97M-V/def2-TZVPD)
H -1.8291 0.4638 -5.5712
C 1.0315 3.6054 -1.8985
C 4.9013 0.3246 0.0247
H 1.9680 -3.3450 2.3050
H -1.8074 1.5315 1.6027
H -3.7069 2.9812 2.1167
N -1.2608 2.3285 1.3028
P 2.8545 1.8026 -0.9851
H 2.7971 4.2690 4.1647
O 2.0448 -1.8847 0.8245
H 3.6896 4.7026 -1.9059
C 1.3433 -2.8828 1.5306
H 5.9267 0.2134 -2.4114
N -2.5113 1.2538 -2.5415
H 5.4499 3.0601 0.0329
H -0.2469 -8.4561 0.6052
H 4.1879 -0.4998 -0.0190
C -0.6467 -0.5951 3.5956
H -1.9876 -3.0112 3.1586
O -0.3558 -0.7169 -5.3396
N -0.8095 -0.0613 -3.1928
C 2.4443 1.9496 1.7202
H 6.6712 2.1003 -0.7936
C -2.4351 6.0308 2.8827
N 4.3034 -4.5093 -3.2163
C 4.9366 0.6762 -2.4338
H -0.7645 -3.7267 -2.7527
N -0.0452 -0.6745 -4.1562
H 0.9810 -3.6617 0.8493
H -2.4749 -4.6956 3.4435
C 2.4056 -3.7023 -2.0237
C -2.4633 -3.3441 0.6253
H 0.4779 -2.4206 2.0136
H -3.0542 1.5560 -4.9480
C -1.5584 -5.3856 0.8138
C 3.1111 4.0593 0.8023
C 2.0840 2.1413 -3.5902
C -0.9574 -6.5521 1.2584
H 1.1343 4.2622 -1.0343
H 2.8483 4.7865 -3.4500
C -1.6821 -6.1846 -1.4708
N -2.0869 1.0575 -1.2360
C 3.1116 4.6154 2.0718
C 2.3687 2.9975 -2.3467
H 2.1882 1.8854 3.8409
C -0.7196 4.5752 2.0153
C 2.4563 2.5020 2.9953
H 1.5428 2.7447 -4.3251
N -2.4661 -3.9351 -0.5904
H -4.3927 5.1664 3.0205
C -0.7237 -7.5324 0.3074
H 4.8364 0.7783 1.0149
H 0.0310 -4.9274 -4.7558
C -1.8351 0.6857 -3.5667
C 4.6726 1.3572 -1.0888
N -1.9122 -4.2230 1.4900
H -0.8639 -8.1335 -1.7446
C -2.9769 3.7744 2.2318
C -1.6499 3.5476 1.8695
O 0.9580 -1.1874 -3.6962
C -3.3599 5.0062 2.7375
H -1.0233 -1.0061 6.7442
H 0.6161 4.1914 -2.7232
H 2.1821 0.9037 1.5966
H 3.3689 5.6592 2.2016
C 2.0936 -4.8590 -4.1545
C 0.2917 -3.9551 -2.8627
Se -3.1360 -1.6700 1.0213
H -0.4579 0.4632 5.8888
H 3.3801 4.6809 -0.0394
C -0.4215 -0.6228 5.9276
C -1.7720 -4.0474 2.9183
O -1.0141 -1.1740 4.7114
H -0.6759 -6.6902 2.2929
H -1.9318 -6.0390 -2.5120
H 5.9051 -0.0934 -0.0886
H -0.7534 -4.2955 3.2130
H 0.6072 -0.9678 6.0066
H -3.3574 1.7685 -2.7333
C 3.3413 4.1078 -2.7470
C 0.7383 -4.6186 -3.9969
H -0.2778 2.1239 1.4384
H 1.4757 1.2721 -3.3420
H 4.9266 1.3855 -3.2624
C 2.7930 3.8346 3.1733
C 5.6598 2.5072 -0.8842
C -1.9150 -5.2055 -0.5194
N -2.2602 0.9591 -4.8061
H 4.2186 -0.1203 -2.6453
H -2.6681 0.3924 -0.7374
H 2.9932 1.7756 -4.0645
N 1.0768 -3.5177 -1.8738
H -1.9192 1.9207 -0.7332
H -2.8218 -3.4641 -1.4037
H -0.3818 6.5937 2.6204
O 0.1021 0.3043 3.4024
H 2.6613 -2.3681 0.2041
K 0.9150 -0.8686 -1.2894
H 2.4917 -5.3671 -5.0226
H -2.7383 6.9915 3.2758
H 0.3093 2.8249 -1.6402
H 0.3126 4.4049 1.7318
C -1.1156 5.8040 2.5158
N 3.2776 -3.2234 -1.1356
C -1.0791 -7.3506 -1.0305
H 5.6656 3.2085 -1.7168
Se 4.9397 -3.6833 -1.7346
C 2.7847 2.7155 0.6026
C 2.9755 -4.3923 -3.1698
H 4.2173 3.7020 -3.2532
```

Atom charges from the Löwdin analysis, given in e for atoms 1 to 8: 0.089 -0.098 -0.095 0.086 0.073 0.107 0.102 1.126

***

x.
Formula: C37H53KN11O5PSe2
Source: OMol25
Level of theory: wB97M-V/def2-TZVPD

The spin multiplicity is 1. For the orbital gap, the calculation gives 0.2367 Eh. The value obtained for the LUMO energy is -0.03306 hartree. For the HOMO energy, the calculation gives -7.341 eV.

Geometry as XYZ:
```
110
C37H53KN11O5PSe2 (wB97M-V/def2-TZVPD)
H -5.1170 -2.1196 3.1967
H -1.6083 0.9926 -3.1072
C 5.0024 3.4843 2.1245
Se 0.4609 5.0005 2.0886
H -1.2939 -2.3984 -4.7427
H -0.2337 -1.5001 4.1351
K 0.8606 1.1860 0.4474
H 1.1085 -0.3347 -5.1638
C -0.3617 -0.7349 -3.6400
C 2.2720 -5.2541 -2.0365
H -0.5770 1.2346 -4.5133
C 1.0420 -0.9086 -4.2347
C -3.5962 3.2148 -3.1321
H -2.6112 2.4165 0.5934
H 2.8885 -6.1435 -2.0595
H 1.8562 -2.3664 -0.3139
H 3.2824 3.2346 -3.3298
H -1.2760 -3.7764 4.1541
O 0.6619 2.0145 3.2797
H -0.6942 4.8123 -3.7901
C -5.3824 0.7860 2.8750
H -3.6618 -4.0731 3.6838
H -5.6676 0.3019 1.9397
C -2.6554 3.9438 -3.8453
P -0.2475 -1.3542 -1.8663
Se -3.1798 3.2775 3.1063
C -0.6253 0.7731 -3.5223
H -2.7124 -3.0485 -2.9518
C -1.9195 -1.9380 -1.2348
H -1.2761 -1.3850 0.7902
N 4.1720 -0.2124 3.7444
H -0.9632 -3.0673 0.3743
N -1.8654 0.7918 3.5528
H 0.9523 -3.3230 3.1289
H -1.3079 -0.8429 -5.5601
H -4.0622 2.2093 -1.2916
H 1.8072 -0.5319 -3.5499
C -1.4350 4.2353 -3.2497
H 3.7585 0.2995 4.5129
N 4.2030 0.0183 1.4203
C 2.4918 -4.2750 -1.0813
H -3.8142 -1.0198 -0.7736
H 1.2683 -1.9502 -4.4627
H -1.8814 -4.0548 -1.7563
H 2.8166 2.4151 -1.2329
C 0.4658 -3.9447 -2.9400
H -6.0118 0.4119 3.6828
H -1.1957 3.1928 0.5418
C -2.1025 -0.5724 3.6435
N 1.2322 4.0925 0.7798
O 2.4949 1.8582 -1.9728
N 1.9044 5.0747 3.0986
H -0.3245 -3.8448 -3.6704
O 1.3211 -1.1888 1.7360
O 1.3556 0.1782 4.2200
H 4.4664 4.5650 3.8912
C 1.2526 -5.0858 -2.9646
H -2.4834 0.1416 -0.9038
H 6.0092 3.2445 2.4352
C 2.3432 -1.2670 2.3763
C 0.6810 -2.9398 -1.9938
C -1.8792 -2.9050 3.9318
H 3.5056 -0.9778 -0.2221
H -5.5072 1.8618 2.7819
C -3.0086 1.4510 3.2826
H 3.9318 0.5843 -0.4840
H -0.9528 1.2608 3.6425
H -3.4792 -3.4043 -1.4059
N 3.5108 -0.0477 0.1846
C -3.4642 -0.7430 3.3903
C 2.8482 4.4279 2.4414
C -3.2395 -3.0772 3.6686
C 1.7020 -3.1315 -1.0655
H -2.6135 -2.5405 0.7260
H -3.1967 -0.5635 -2.3621
H 1.0682 -5.8473 -3.7119
C 4.1709 4.1937 2.9194
H -4.5574 2.9890 -3.5769
H 4.9420 -0.6699 1.5136
C -3.3216 2.7741 -1.8468
C 2.3552 2.6974 -3.1098
N -1.7837 2.5517 0.0228
H 4.2223 -1.1806 4.0373
H 1.5484 3.4245 -2.9827
C 3.3128 -0.0785 2.5860
H 1.8180 -3.8014 1.6625
H 5.2478 2.4768 0.2216
O 2.8044 -2.4172 2.8751
C -4.0610 -1.9933 3.3948
H 2.4061 -4.3624 3.2557
C -2.9048 -0.7717 -1.3311
C -2.0921 3.0545 -1.2554
C -1.6737 -2.2464 0.2495
N 1.5259 1.0945 3.3794
C 1.9323 -3.5497 2.7145
N 3.3625 3.2158 0.3577
C 2.4828 3.8941 1.1573
C -2.5218 -3.1818 -1.8879
N -3.9932 0.5202 3.1682
C -1.4074 -1.3269 -4.5834
H 2.1116 2.0680 -3.9644
C 4.5505 3.0245 0.8464
N 2.5299 1.1351 2.5748
H 0.1233 1.2517 -2.8903
H -2.4215 -1.1358 -4.2313
H 3.2834 -4.3984 -0.3513
C -1.2833 -1.6523 3.9258
C -1.1512 3.7971 -1.9666
H -2.8729 4.2877 -4.8475
H -0.1981 4.0226 -1.5007
```

Atom charges from the Löwdin analysis, given in e for atoms 1 to 8: 0.109 0.059 -0.039 1.158 0.061 0.093 0.616 0.087

***

It turns out x is the most stable, with the second structure 78.0 kcal/mol higher.

***

w.
Formula: CH4NO
Source: OMol25
Level of theory: wB97M-V/def2-TZVPD

The spin multiplicity is 3. For the orbital gap (spin up / spin down), the calculation gives 0.2499 / 0.3121 Eh. Its net charge is +1. The value obtained for the LUMO energy (spin up / spin down) is -0.24418 / -0.35753 hartree. As for the expectation value of S²: 2.0073. For the HOMO energy (spin up / spin down), the calculation gives -13.444 / -18.223 eV.

Geometry as XYZ:
```
7
CH4NO (wB97M-V/def2-TZVPD)
H 0.7476 0.8659 -1.8032
C 0.2638 0.5818 -0.8615
N 0.0639 -0.5653 1.1218
H 0.4554 -1.4527 1.3336
H -0.7038 1.2395 -0.8084
H -1.3799 -0.3014 1.1302
O 0.5529 -0.3678 -0.1124
```

And the Löwdin charges, in e, turn out to be: 0.113 -0.015 0.302 0.143 0.133 0.389 -0.065

***

x.
Formula: CH4NO
Source: OMol25
Level of theory: wB97M-V/def2-TZVPD

The spin multiplicity is 3. For the orbital gap (spin up / spin down), the calculation gives 0.2738 / 0.3467 Eh. Its net charge is +1. The value obtained for the LUMO energy (spin up / spin down) is -0.19013 / -0.38713 hartree. As for the expectation value of S²: 2.0292. For the HOMO energy (spin up / spin down), the calculation gives -12.624 / -19.970 eV.

Geometry as XYZ:
```
7
CH4NO (wB97M-V/def2-TZVPD)
H -1.1639 0.2592 0.7233
H -1.1716 -0.1137 -0.9063
H 0.7890 1.3629 -0.1047
O 2.0646 -0.2015 0.0574
C 1.0500 0.3727 -0.0257
H -0.7496 -1.3228 0.2554
N -0.8184 -0.3568 0.0006
```

And the Löwdin charges, in e, turn out to be: 0.133 0.135 0.105 0.251 -0.089 0.135 0.329

***

It turns out x is the most stable, with the second structure 54.9 kcal/mol higher.

***

w.
Formula: C37H35F6IrN5OP2S
Source: OMol25
Level of theory: wB97M-V/def2-TZVPD

The spin multiplicity is 2. For the orbital gap (spin up / spin down), the calculation gives 0.2298 / 0.2086 Eh. Its net charge is +2. The value obtained for the LUMO energy (spin up / spin down) is -0.28589 / -0.31256 hartree. As for the expectation value of S²: 0.8005. For the HOMO energy (spin up / spin down), the calculation gives -14.032 / -14.180 eV.

Geometry as XYZ:
```
88
C37H35F6IrN5OP2S (wB97M-V/def2-TZVPD)
N 2.8786 -1.5973 -2.9251
F 0.8112 0.0923 6.1508
H -1.9008 5.3599 2.9278
F 0.5711 1.7816 4.5930
C -1.3847 -0.6818 -1.5275
C 2.1227 -1.1856 -1.9393
S 2.7803 -0.4438 -0.5825
P 0.9311 0.2199 4.5935
H 3.6292 3.9466 4.0408
C 4.4914 3.0853 0.8768
C -1.9007 -1.6452 -2.3968
C -1.2700 -2.0020 2.3056
H -3.8393 1.5592 2.9254
O -3.0048 -0.4693 2.4354
H 5.3367 3.1041 0.2022
F -0.6452 -0.0712 4.3774
H -4.1351 1.2016 -1.0099
H -0.4639 2.7320 -4.1539
C -4.0516 -0.5823 -2.2075
H 1.5372 -3.7588 -1.8399
H -3.3088 -2.2892 1.4973
C 1.1309 -4.0333 -2.8050
H 5.5645 3.9791 2.5045
C -0.8410 3.7582 1.9846
N 2.3806 -2.2702 -3.9431
H -2.0516 -3.5518 0.0912
F 1.2295 -1.3452 4.3936
C -2.1778 0.3394 -1.0333
H 0.1664 5.1210 -4.0235
C 0.7587 5.0001 -1.9643
H -0.9343 -4.0611 2.3472
F 2.4817 0.5425 4.6256
C -3.0003 2.1799 2.6485
C 2.3150 3.0486 2.6175
H -0.1256 -5.1654 -6.3025
N 0.7114 -1.2075 -2.1237
C -0.6070 -3.2313 1.7134
C 0.2630 4.4838 -3.1540
H -3.6637 -2.3427 -3.3771
C -3.5182 0.3920 -1.3765
C 0.8894 4.1859 -0.8534
H -0.2601 1.3030 -2.2028
C -3.0152 3.5296 2.9643
N -0.9547 -0.6768 1.6606
C 0.2786 -5.1098 -2.9260
H 1.3258 4.6020 0.0445
C -0.9773 -3.5797 0.2776
C 0.5046 2.8386 -0.9016
H -5.1008 -0.5499 -2.4708
C -3.2423 -1.5929 -2.7209
H -0.0102 -5.6671 -2.0451
C 0.9015 -3.1050 1.9062
H -0.6298 -4.5868 0.0414
C 2.1856 2.5522 1.3229
N 0.0331 -0.7198 -1.1954
H 1.3482 -2.2160 1.3846
H -0.5006 -2.9046 -0.4336
H -1.7373 1.1364 -0.4588
C -2.7811 -1.9118 2.3740
C 1.0882 -3.7732 -5.2336
F 1.0853 0.3454 2.8042
C -1.9227 4.3134 2.6544
C -0.1863 -5.5097 -4.1799
H 1.4863 3.0228 3.3020
Ir 0.7438 -0.3525 0.5557
H -0.8506 -6.3598 -4.2598
C -1.9005 1.5952 2.0259
C 0.0266 2.3337 -2.1075
H 3.1828 2.2402 -0.5756
P 0.6407 1.9230 0.6682
H -3.8686 3.9535 3.4753
C 0.2232 -4.8426 -5.3311
H -3.1952 -2.3413 3.2794
C -0.0929 3.1470 -3.2255
H -1.2694 -2.4355 -2.7762
C 4.6162 3.5781 2.1710
H -0.0108 4.4006 1.7283
C 3.5313 3.5667 3.0327
H 2.8568 -2.0506 -4.8123
H 1.4500 -3.9630 1.5164
C -0.8072 2.4086 1.6534
H 1.4229 -3.2509 -6.1227
C 3.2802 2.5799 0.4467
C 1.5205 -3.3538 -3.9673
C -1.9144 0.1193 1.9799
H 1.0570 6.0385 -1.9030
H 1.1694 -2.9426 2.9472
H -0.8870 -1.9100 3.3188
```

Atom charges from the Löwdin analysis, given in e for atoms 1 to 8: 0.084 -0.070 0.128 -0.128 -0.246 -0.741 0.802 0.230

***

x.
Formula: C37H35F6IrN5OP2S
Source: OMol25
Level of theory: wB97M-V/def2-TZVPD

The spin multiplicity is 2. For the orbital gap (spin up / spin down), the calculation gives 0.2297 / 0.2211 Eh. Its net charge is +2. The value obtained for the LUMO energy (spin up / spin down) is -0.27841 / -0.28711 hartree. As for the expectation value of S²: 0.7856. For the HOMO energy (spin up / spin down), the calculation gives -13.826 / -13.830 eV.

Geometry as XYZ:
```
88
C37H35F6IrN5OP2S (wB97M-V/def2-TZVPD)
C 1.3074 -1.0338 2.4833
H 0.6572 1.1609 4.1381
N -3.8644 -1.6669 -0.5842
H 5.4487 -0.7098 4.3712
C 3.3348 0.2753 -1.4685
H 4.4753 1.2024 -4.5128
H 3.7492 -0.7935 -3.2954
C -1.0232 4.6590 -1.7871
F -0.7143 1.1237 -3.8870
C -6.8571 0.3984 -0.2940
H 6.6324 -0.7717 2.1940
H 1.0965 4.3339 -1.5964
C 3.5627 -5.1537 -2.2752
H 2.1774 -2.2031 -3.1557
H -8.0875 1.1701 2.7537
H -8.4451 1.6568 0.3550
C -0.4996 -1.5836 3.6813
C -7.6562 0.9828 0.6576
H -3.4248 2.3781 -1.0532
H -0.9228 5.6716 -2.1532
C -2.2955 4.1115 -1.6229
C 4.1918 2.5283 -2.8559
H 5.3337 -0.9261 0.0995
H 2.8315 -4.3532 -4.1299
F -1.7845 -0.6611 -3.0776
H -1.7394 0.5177 4.1751
F 0.9742 -0.1927 -4.6018
C 3.4334 -0.9579 1.0825
H 0.8471 2.0324 -0.7718
C -2.6868 -1.1400 -0.4987
C -2.3368 1.5845 2.4481
S -1.3490 -2.2748 -0.3866
H -0.7899 -1.2652 4.6790
H -0.3842 2.5765 3.9612
C 3.8343 2.6377 -1.5177
C 3.5124 -0.8781 3.4879
C 5.5527 -0.8178 2.2296
C 4.8246 -0.9016 1.0551
C 3.3987 1.5209 -0.8281
C -2.4481 2.8211 -1.1789
H 4.1776 -5.6962 -0.2917
H 3.8112 -6.1171 -2.6989
H 3.0012 -0.8621 4.4392
C 0.1088 3.9122 -1.4737
O 0.9361 -1.5918 3.6142
C -7.4571 0.7007 2.0112
F -1.1982 -0.6529 -5.3305
H -6.3457 -0.4467 3.4539
C -1.2884 0.7779 3.2138
C -5.6358 -0.7737 1.4749
H -7.0119 0.5952 -1.3483
H 3.1252 1.6035 0.2200
C -1.3042 2.0530 -0.8834
C 3.7393 0.1626 -2.7958
C -0.0288 2.6256 -1.0108
C -0.0626 1.6532 3.4812
H -1.7308 -0.9837 1.9976
C 3.0126 -4.1667 -3.0803
C 4.8916 -0.7959 3.4489
C -6.4635 -0.1988 2.4084
H -3.1441 0.9530 2.0719
F -0.1031 -1.9816 -3.7519
C 2.7632 -0.9563 2.3073
P 2.5776 -1.0542 -0.5065
H 3.8977 3.5921 -1.0110
C -5.8017 -0.4498 0.1110
H -5.1380 -0.6884 -1.8019
N -2.5289 0.1993 -0.4903
F 0.4428 -0.1906 -2.3285
H 0.4336 1.9150 2.5452
P -0.4601 -0.4438 -3.9814
Ir 0.3165 -0.4454 -0.2854
C 3.7664 -4.9196 -0.9219
H 3.6100 -3.5188 0.6852
H -2.7795 2.3129 3.1274
H 4.4983 3.4083 -3.4047
C 4.1655 1.2902 -3.4807
H -3.1683 4.7067 -1.8525
H -1.8952 2.1381 1.6224
H -0.8593 -2.5997 3.5126
N -1.3982 0.7397 -0.5007
C 2.6695 -2.9399 -2.5370
C -0.9009 -0.5951 2.5835
H -4.8832 -1.4967 1.7599
C 3.4449 -3.6908 -0.3705
N 0.3344 -0.5625 1.7450
C 2.9335 -2.6825 -1.1902
N -4.9371 -0.8972 -0.8259
```

Atom charges from the Löwdin analysis, given in e for atoms 1 to 8: -0.308 0.087 0.071 0.125 -0.352 0.123 0.102 -0.003

***

It turns out w is the most stable, with the second structure 8.6 kcal/mol higher.